C6H4O | ωB97M-V/def2-TZVPD

## Properties
Lowest unoccupied orbital energy = -0.0364 Ha
Calculated total energy = -8328.370 eV
ΔE to the lowest compared entry with this formula, charge and spin = 93.9 kcal/mol
Strongest force on any atom = 0.70 eV/A
M = 92.10 g/mol
Frontier orbital gap = 0.3526 Eh

Structure (ORCA input):
```
! wB97M-V def2-TZVPD RIJCOSX def2/J DEFGRID3
* xyz 0 1
C 0.541 -2.002 -1.295
C 0.297 -0.932 -0.332
C 0.100 -0.045 0.462
C -0.164 1.031 1.400
O 0.062 0.948 2.587
C -0.766 2.552 -0.475
C -0.751 2.272 0.803
H 0.141 -2.950 -0.923
H 1.616 -2.125 -1.456
H 0.069 -1.776 -2.256
H -1.145 3.028 1.484
*
```

Here are the natural (NBO) charges for atoms 1 to 2, given in e: C -0.6997; C 0.1387

C6H4O | ωB97M-V/def2-TZVPD

## Properties
Lowest unoccupied orbital energy (alpha / beta) = -0.0364 / -0.0364 Ha
Calculated total energy = -8326.327 eV
ΔE to the lowest compared entry with this formula, charge and spin = 141.0 kcal/mol
Strongest force on any atom = 0.49 eV/A
M = 92.10 g/mol
Frontier orbital gap (alpha / beta) = 0.2874 / 0.2873 Eh

Structure (ORCA input):
```
! wB97M-V def2-TZVPD RIJCOSX def2/J DEFGRID3
* xyz 0 1
C 1.316 0.099 0.408
C 1.740 -0.932 -0.530
C 1.230 0.222 -1.062
C 0.225 1.000 -0.380
C -0.872 0.328 0.211
C -1.258 -1.049 -0.085
O -0.847 -1.698 -1.030
H 1.676 0.519 1.340
H 0.307 2.085 -0.354
H -1.544 0.910 0.839
H -1.972 -1.485 0.643
*
```

Here are the natural (NBO) charges for atoms 1 to 2, given in e: C -0.1302; C -0.0182

C6H4O | ωB97M-V/def2-TZVPD

## Properties
Lowest unoccupied orbital energy = -0.0086 Ha
Calculated total energy = -8330.048 eV
ΔE to the lowest compared entry with this formula, charge and spin = 55.2 kcal/mol
SMILES string = C#CC(=O)C#CC
Strongest force on any atom = 0.61 eV/A
M = 92.10 g/mol
Frontier orbital gap = 0.3659 Eh

Structure (ORCA input):
```
! wB97M-V def2-TZVPD RIJCOSX def2/J DEFGRID3
* xyz 0 1
C -1.204 2.941 0.824
C -0.813 1.857 1.174
C -0.265 0.561 1.553
O 0.217 0.348 2.646
C -0.230 -0.421 0.487
C 0.154 -1.118 -0.419
C 0.785 -1.879 -1.487
H -1.543 3.905 0.512
H 0.110 -2.592 -1.965
H 1.641 -2.423 -1.078
H 1.148 -1.180 -2.246
*
```

Here are the natural (NBO) charges for atoms 1 to 2, given in e: C -0.1300; C -0.1161

C6H4O6Pb | ωB97M-V/def2-TZVPD

## Properties
Lowest unoccupied orbital energy = -0.3451 Ha
Calculated total energy = -23795.512 eV
ΔE to the lowest compared entry with this formula, charge and spin = 0.0 kcal/mol
Strongest force on any atom = 11.05 eV/A
M = 379.29 g/mol
Frontier orbital gap = 0.2936 Eh

Structure (ORCA input):
```
! wB97M-V def2-TZVPD RIJCOSX def2/J DEFGRID3
* xyz 2 1
O 0.245 0.160 -4.574
C 0.247 0.161 -3.418
Pb 0.264 0.187 -1.220
O -1.506 -2.789 -0.418
C -0.923 -1.838 -0.662
C 1.433 2.166 -0.627
O 2.006 3.131 -0.433
C -1.736 1.351 -0.626
O -2.710 1.910 -0.420
C 2.231 -1.017 -0.603
O 3.201 -1.592 -0.425
C -0.831 -0.366 2.320
O 0.379 0.326 1.841
H -1.741 0.061 1.795
H -0.857 -0.106 3.413
H -0.844 -1.493 2.131
H 1.141 -0.253 1.927
*
```

Here are the natural (NBO) charges for atoms 1 to 2, given in e: O -0.2301; C 0.4952

C6H4S | ωB97M-V/def2-TZVPD

## Properties
Lowest unoccupied orbital energy = 0.0165 Ha
Calculated total energy = -17114.189 eV
ΔE to the lowest compared entry with this formula, charge and spin = 100.4 kcal/mol
SMILES string = C#C[C@H]1S[C@@H]1C#C
Strongest force on any atom = 12.17 eV/A
M = 108.16 g/mol
Frontier orbital gap = 0.3511 Eh

Structure (ORCA input):
```
! wB97M-V def2-TZVPD RIJCOSX def2/J DEFGRID3
* xyz 0 1
C -2.342 -0.089 -1.735
C -1.651 0.057 -0.712
C -0.854 -0.282 0.522
S -0.329 -1.760 1.127
C 0.616 -0.641 0.206
C 1.750 0.092 0.713
C 2.426 1.316 0.888
H -2.753 -0.115 -2.702
H -0.774 0.236 1.604
H 0.692 -0.944 -0.786
H 3.220 2.129 0.876
*
```

Here are the natural (NBO) charges for atoms 1 to 2, given in e: C -0.1949; C -0.0254

C6H51N2O20 | ωB97M-V/def2-TZVPD

## Properties
Lowest unoccupied orbital energy = -0.1015 Ha
Calculated total energy = -50975.599 eV
ΔE to the lowest compared entry with this formula, charge and spin = 0.0 kcal/mol
Strongest force on any atom = 4.84 eV/A
M = 471.47 g/mol
Frontier orbital gap = 0.3359 Eh

Structure (ORCA input):
```
! wB97M-V def2-TZVPD RIJCOSX def2/J DEFGRID3
* xyz 1 1
C -2.315 -1.355 0.074
C -0.958 -1.419 0.790
N 0.007 -0.450 0.376
C 0.905 0.145 1.194
C 1.689 0.984 0.377
N 1.319 0.795 -0.949
C 0.289 -0.097 -0.918
C 1.961 1.437 -2.032
H -2.213 -1.566 -0.990
H -2.793 -0.407 0.317
H -3.001 -2.094 0.488
H -0.441 -2.370 0.663
H -1.127 -1.249 1.853
H 1.001 -0.161 2.225
H 2.435 1.719 0.641
H -0.167 -0.514 -1.803
H 1.890 2.515 -1.888
H 1.427 1.191 -2.950
H 2.915 0.930 -2.167
O 0.327 2.894 2.236
H 0.216 2.094 1.718
H -0.275 3.523 1.836
O 2.043 4.472 0.319
H 2.874 4.825 -0.001
H 1.770 5.084 1.004
O -5.148 0.826 -1.125
H -4.495 1.470 -0.848
H -5.491 0.461 -0.307
O 0.412 4.697 -4.138
H 0.413 4.535 -3.191
H -0.514 4.691 -4.383
O -1.943 1.459 -2.417
H -1.622 2.240 -1.964
H -2.541 1.799 -3.085
O 2.752 3.117 3.386
H 1.938 3.166 2.879
H 3.173 2.301 3.104
O 3.840 0.739 3.032
H 3.857 -0.154 3.389
H 4.635 0.801 2.501
O -5.010 -3.831 1.128
H -5.904 -4.071 0.879
H -4.458 -4.208 0.439
O 2.484 3.118 -4.927
H 2.107 3.151 -5.807
H 1.898 3.659 -4.394
O -1.497 -1.303 4.881
H -2.283 -1.797 5.119
H -1.805 -0.403 4.761
O 1.645 -1.089 -3.789
H 1.550 -1.523 -2.940
H 0.744 -0.929 -4.079
O 3.489 -1.752 4.017
H 2.696 -2.074 3.581
H 4.150 -2.422 3.840
O 0.993 -2.615 3.371
H 0.488 -2.355 4.143
H 0.532 -3.385 3.031
O -5.502 -0.910 1.086
H -5.342 -1.850 1.195
H -5.153 -0.512 1.884
O -0.741 -4.747 2.390
H -1.669 -4.651 2.608
H -0.655 -5.656 2.099
O -1.043 -0.739 -4.085
H -1.857 -1.227 -4.216
H -1.325 0.161 -3.916
O 0.012 4.420 -1.547
H 0.708 4.214 -0.918
H -0.770 4.551 -1.009
O 1.558 -3.098 -1.510
H 1.888 -3.315 -0.637
H 1.729 -3.882 -2.033
O -3.217 -4.953 -0.592
H -3.010 -5.885 -0.513
H -2.495 -4.588 -1.105
O 5.000 0.953 -0.606
H 5.364 1.646 -1.158
H 5.656 0.821 0.079
*
```

Here are the Löwdin charges for atoms 1 to 2, given in e: C -0.0323; C -0.1736

C6H5BCl2F10IrNOSb | ωB97M-V/def2-TZVPD

## Properties
⟨S²⟩ = 6.060
Lowest unoccupied orbital energy (alpha / beta) = -0.1707 / -0.2569 Ha
Calculated total energy = -72110.732 eV
ΔE to the lowest compared entry with this formula, charge and spin = 12.2 kcal/mol
Strongest force on any atom = 0.24 eV/A
M = 692.79 g/mol
Frontier orbital gap (alpha / beta) = 0.2929 / 0.2286 Eh

Structure (ORCA input):
```
! wB97M-V def2-TZVPD RIJCOSX def2/J DEFGRID3
* xyz 1 5
Ir 0.037 -0.836 -0.895
Cl -0.018 0.315 3.241
C -0.253 1.782 2.393
C -0.466 2.970 3.040
C -0.657 4.136 2.296
C -0.631 4.128 0.900
C -0.417 2.953 0.228
Cl -0.361 2.892 -1.481
C -0.230 1.730 0.958
N -0.051 0.593 0.355
H -0.487 2.994 4.120
H -0.829 5.069 2.813
H -0.778 5.041 0.340
F -1.578 -0.302 -1.639
B -2.930 -2.670 -0.225
F -1.666 -2.477 0.201
F -3.894 -2.043 0.391
F -3.124 -3.455 -1.248
F 0.270 -2.528 -2.085
Sb 1.871 -3.517 -1.316
F 1.640 -1.802 -0.123
F 2.820 -2.330 -2.413
F 3.360 -3.980 -0.337
F 1.762 -4.845 -2.582
F 0.641 -4.238 -0.136
O 1.603 0.194 -2.246
H 2.082 -0.460 -2.784
H 2.282 0.689 -1.764
*
```

Here are the natural (NBO) charges for atoms 1 to 2, given in e: Ir 1.7828; Cl 0.1006

C6H5BF6N4O4 | ωB97M-V/def2-TZVPD

## Properties
Lowest unoccupied orbital energy = -0.0338 Ha
Calculated total energy = -37439.837 eV
ΔE to the lowest compared entry with this formula, charge and spin = 2.1 kcal/mol
Strongest force on any atom = 0.80 eV/A
M = 321.93 g/mol
Frontier orbital gap = 0.3239 Eh

Structure (ORCA input):
```
! wB97M-V def2-TZVPD RIJCOSX def2/J DEFGRID3
* xyz 0 1
F -1.197 -0.512 3.510
C -0.215 -0.709 2.613
F 0.759 -1.485 3.161
C -0.759 -1.431 1.361
F -0.887 -2.748 1.559
F -1.971 -0.913 1.083
N 0.055 -1.165 0.205
C 1.100 -1.854 -0.213
N 1.636 -2.983 0.291
C 2.642 -3.254 -0.505
N 2.784 -2.358 -1.476
N 1.795 -1.441 -1.288
H 0.231 0.244 2.319
H -0.155 -0.331 -0.370
H 3.296 -4.107 -0.409
H 3.480 -2.317 -2.201
H 1.645 -0.614 -1.851
B -2.731 3.491 -1.090
O -1.579 4.286 -0.536
C -0.511 3.541 -0.438
O 0.576 3.849 -0.033
C -0.883 2.130 -0.941
O -0.105 1.184 -0.980
O -2.111 2.105 -1.299
F -3.143 3.992 -2.295
F -3.749 3.399 -0.179
*
```

Here are the natural (NBO) charges for atoms 1 to 2, given in e: F -0.3040; C 0.5084